Entry 1:
Formula: C7H17ClN6OP
Source: the Open Molecules 2025 dataset
Level of theory: ωB97M-V/def2-TZVPD

```
33
Properties=species:S:1:pos:R:3:nbo_charge:R:1
C 4.93555 0.61152 1.34949 -0.604
C 4.26392 0.13707 0.06697 -0.395
C 3.09160 -0.82459 0.32025 -0.401
C 1.85612 -0.49924 -0.51394 -0.407
C 0.89957 -1.68198 -0.57775 -0.216
N -0.34199 -1.36917 -1.29314 -0.398
Cl -0.40185 -1.67256 -2.95110 0.237
C -1.41308 -0.81460 -0.72659 0.564
N -2.55875 -0.47784 -1.31280 -0.502
C -3.34004 0.03340 -0.34459 0.079
P -5.10178 0.56818 -0.78018 1.347
N -4.77195 1.62210 -2.06476 -1.143
O -5.35862 1.62449 0.44315 -0.986
N -2.70614 0.01722 0.81627 -0.001
N -3.14047 0.32456 2.10914 -0.602
N -1.46364 -0.51169 0.60107 -0.392
H 4.28561 1.29993 1.89072 0.200
H 5.19581 -0.22056 2.00396 0.207
H 5.85362 1.15338 1.12894 0.223
H 3.88308 1.01449 -0.46230 0.195
H 4.98767 -0.32344 -0.60436 0.213
H 3.39978 -1.84632 0.08270 0.208
H 2.84362 -0.81589 1.38449 0.198
H 1.32713 0.36916 -0.11012 0.193
H 2.16061 -0.26187 -1.53450 0.223
H 0.62113 -2.03380 0.42049 0.194
H 1.35353 -2.51416 -1.10920 0.244
H -4.29018 1.15723 -2.82973 0.415
H -4.23210 2.44900 -1.82520 0.379
H -4.97198 2.50183 0.32750 0.496
H -3.73857 1.14136 2.05792 0.408
H -2.33923 0.49703 2.70344 0.379
H -0.78797 -0.65425 1.33372 0.443
```

Properties
* spin multiplicity: 1
* charge: +1
* Kohn-Sham gap: 9.406 eV
* calculated total energy: -40326.184 eV
* lowest unoccupied orbital energy: -3.15 eV


Entry 2:
Formula: C7H17IN2P
Source: the Open Molecules 2025 dataset
Level of theory: ωB97M-V/def2-TZVPD

```
28
Properties=species:S:1:pos:R:3:nbo_charge:R:1
C 3.35681 0.59662 0.75387 -0.648
C 2.36861 -0.65588 1.13212 -0.724
P 1.03571 -1.01862 -0.24096 0.908
C 1.16609 0.41137 -1.53229 -0.982
N -0.60937 -1.07166 0.50168 -0.696
C -0.95222 0.15696 1.31762 -0.275
C -1.81070 1.30340 0.48112 -0.259
N -2.99983 0.68596 -0.28121 -0.634
C -2.34889 -0.20396 -1.31673 -0.287
C -1.64797 -1.46046 -0.53160 -0.197
I -0.63857 -2.81571 -1.94916 0.225
H 2.80168 1.56796 0.41011 0.221
H 4.17357 0.24685 -0.01965 0.239
H 3.94962 0.87554 1.74300 0.248
H 1.87080 -0.57877 2.20233 0.237
H 3.04149 -1.64040 1.16508 0.269
H 2.28195 0.34538 -1.95183 0.290
H 0.48036 0.22855 -2.49225 0.273
H 1.02452 1.47735 -1.06205 0.240
H -0.56808 -1.88062 1.19268 0.463
H -0.02269 0.61941 1.90176 0.260
H -1.69105 -0.21677 2.17732 0.241
H -1.10589 1.90552 -0.23490 0.196
H -2.31983 1.99160 1.31272 0.255
H -3.53426 1.46914 -0.75204 0.394
H -3.23004 -0.63704 -1.99220 0.265
H -1.62855 0.43692 -1.97966 0.208
H -2.44325 -2.13862 0.04511 0.274
```

Properties
* spin multiplicity: 1
* charge: +1
* Kohn-Sham gap: 8.035 eV
* calculated total energy: -27893.687 eV
* lowest unoccupied orbital energy: -3.38 eV


Entry 3:
Formula: C7H17IN3O4P2S3
Source: the Open Molecules 2025 dataset
Level of theory: ωB97M-V/def2-TZVPD

```
37
Properties=species:S:1:pos:R:3:nbo_charge:R:1
O 5.35512 2.00722 0.77966 -0.978
P 4.90353 0.74937 1.66401 1.090
I 4.80877 1.63677 3.92103 -0.037
N 3.21270 0.81371 1.12756 -0.639
C 2.34655 1.82337 1.42014 0.205
N 1.18052 1.59969 0.89751 -0.200
N 1.30436 0.41866 0.26906 -0.103
C 0.14112 -0.17125 -0.39478 -0.249
C -1.09331 -0.09110 0.50326 -0.422
C -0.88553 -0.59048 1.92182 -0.517
S -0.32943 -2.32406 1.98256 -0.040
C 2.52421 -0.08183 0.36412 0.073
P 3.22374 -1.65897 -0.31706 1.780
O 4.71260 -1.28291 -0.65498 -0.963
O 3.35151 -2.59815 0.95037 -0.963
S 2.33568 -2.33041 -1.84225 -0.434
H 6.31174 1.99611 0.65160 0.527
H 2.55266 2.70049 1.99735 0.257
H -0.07176 0.37387 -1.30176 0.263
H 0.31472 -1.20860 -0.60767 0.260
H -1.54388 0.89027 0.46994 0.252
H -1.79646 -0.76418 0.02482 0.241
H -0.13937 -0.01597 2.45495 0.211
H -1.80636 -0.46132 2.47078 0.239
H 0.64103 -2.24147 2.90461 0.115
H 5.23937 -1.12630 0.14666 0.509
H 2.57686 -2.48505 1.52204 0.519
C -4.85906 -0.87372 -2.63715 -0.830
S -4.14479 0.74628 -2.93396 1.262
O -2.91823 0.84393 -2.09072 -1.019
C -5.42911 1.68031 -2.09854 -0.829
H -4.18240 -1.61948 -3.04868 0.242
H -4.97677 -1.03307 -1.56506 0.228
H -5.82310 -0.94075 -3.14005 0.238
H -5.50776 1.35178 -1.06220 0.229
H -6.37585 1.53532 -2.61776 0.237
H -5.15363 2.73194 -2.13124 0.245
```

Properties
* spin multiplicity: 1
* charge: +1
* Kohn-Sham gap: 7.262 eV
* calculated total energy: -79374.964 eV
* lowest unoccupied orbital energy: -3.91 eV